Below is a structure of composition C5H8N2O in a non-equilibrium geometry, with properties calculated with wB97M-V/def2-TZVPD.

Calculated values
**ΔE to the lowest compared entry with this formula, charge and spin**: 2.9144 eV
**Electronic energy**: -379.9811 Ha
**E_LUMO**: 0.9 eV
**Max |F|**: 0.0977 hartree/bohr
**HOMO-LUMO gap**: 9.9 eV

CARTESIAN COORDINATES (ANGSTROEM)
H  -0.0417  0.2111  2.3543
O  1.9828  -0.8332  0.6657
C  0.7675  1.3109  -0.0457
C  -0.6632  1.0699  0.2961
C  -0.1810  -0.7747  -0.9069
H  -1.1402  -0.8388  1.4647
C  0.8195  -0.2588  0.3144
H  -2.1297  -0.0343  -0.9226
H  -0.7448  -1.7721  -2.2692
N  -1.1266  0.3156  -0.8455
C  -0.2631  -0.0979  1.3162
N  -0.0835  -1.7780  -1.6137
H  1.9920  -1.7561  0.3556
H  1.3215  2.0103  0.5908
H  0.9596  1.4489  -1.1151
H  -1.4692  1.7771  0.3610